Record 1
This record from OMol25 describes C25H25N3O2PtTe as an isolated structure. The level of theory is ωB97M-V/def2-TZVPD.

```
57
Properties=species:S:1:pos:R:3
Pt 0.121 -0.009 0.824
C -2.326 1.218 4.325
O -1.644 2.349 3.687
C -0.814 1.845 2.811
N -0.734 0.558 2.713
C -1.666 -0.033 3.703
C -2.536 -1.084 3.045
C -3.919 -1.109 3.149
C -4.647 -2.130 2.546
C -4.000 -3.126 1.833
C -2.611 -3.120 1.745
C -1.886 -2.110 2.356
C 0.029 2.727 1.963
C 0.277 4.085 2.088
C 1.197 4.652 1.208
C 1.862 3.881 0.256
C 1.552 2.532 0.197
N 0.648 2.028 1.023
C 2.161 1.467 -0.642
N 1.715 0.257 -0.638
C 2.663 -0.581 -1.388
C 3.639 0.473 -1.975
O 3.235 1.732 -1.340
C 3.326 -1.640 -0.532
C 3.167 -1.718 0.846
C 3.829 -2.702 1.571
C 4.655 -3.608 0.926
C 4.817 -3.533 -0.452
C 4.153 -2.557 -1.176
H -3.386 1.335 4.119
H -2.143 1.305 5.391
H -1.055 -0.529 4.460
H -4.455 -0.357 3.712
H -5.724 -2.147 2.646
H -4.569 -3.923 1.375
H -2.095 -3.926 1.238
H -0.800 -2.158 2.372
H -0.214 4.675 2.849
H 1.415 5.709 1.280
H 2.601 4.311 -0.406
H 2.121 -1.074 -2.198
H 3.537 0.613 -3.047
H 4.677 0.294 -1.709
H 2.531 -1.019 1.381
H 3.702 -2.755 2.644
H 5.172 -4.370 1.492
H 5.459 -4.239 -0.962
H 4.279 -2.513 -2.252
C -3.527 0.142 -0.139
Te -1.660 0.231 -1.138
C -1.697 -1.781 -1.814
H -4.314 0.179 -0.889
H -3.607 1.005 0.517
H -3.574 -0.779 0.433
H -1.879 -2.430 -0.962
H -0.740 -2.009 -2.277
H -2.494 -1.874 -2.548
```

HOMO (spin up / spin down) in eV: -13.9 / -14.2
Expectation value of S²: 2.0085
E in a.u.: -1669.1748
LUMO energy (spin up / spin down) in Eh: -0.2457 / -0.2879
HOMO-LUMO gap (spin up / spin down) in eV: 7.214 / 6.371
2S+1: 3
Net charge: +2

These are the Mulliken partial charges, in e, on atoms 1 to 4: 1.5996, -0.4411, -0.4317, 0.3729



Record 2
This record from OMol25 describes a 2-piece molecular cluster, C5H6I2 overall. The level of theory is ωB97M-V/def2-TZVPD.

```
13
Properties=species:S:1:pos:R:3
C 1.366 -0.419 -1.829
C -0.798 -0.592 1.936
C 0.578 -0.441 -0.740
C -0.433 0.556 1.332
C 0.270 0.650 0.106
I -2.844 0.518 -1.569
I 0.956 2.572 -0.395
H 1.514 -1.301 -2.428
H 1.873 0.475 -2.153
H -1.331 -0.574 2.868
H -0.579 -1.560 1.520
H 0.101 -1.373 -0.469
H -0.672 1.492 1.820
```

HOMO (spin up / spin down) in eV: -9.7 / -7.7
E in a.u.: -789.4037
LUMO energy (spin up / spin down) in Eh: -0.0470 / -0.1075
HOMO-LUMO gap (spin up / spin down) in eV: 8.391 / 4.785
Net charge: 0

These are the Mulliken partial charges, in e, on atoms 1 to 4: -1.0020, -0.9058, 0.3786, -0.0247



For reference, relative energy (zero: lowest compared OMol25 entry of this formula, charge and spin) by record: 0.000, 1.280 eV.